No. 1
This record from OMol25 describes one molecule with the formula C5H12OSi2. The level of theory is wB97M-V/def2-TZVPD.

Structure (ORCA input):
```
! wB97M-V def2-TZVPD RIJCOSX def2/J DEFGRID3
* xyz 0 1
Si -1.992 -0.829 1.028
C -0.437 -1.291 -0.012
C 0.556 -0.168 0.201
C 0.796 0.737 -0.780
Si 0.010 0.826 -2.741
O 1.763 1.606 -0.470
C 2.162 1.325 0.827
C 1.480 0.077 1.335
H -1.518 -0.313 2.277
H -2.646 -2.062 1.580
H -2.935 0.194 0.362
H -0.722 -1.210 -1.093
H -0.065 -2.278 0.152
H 0.727 2.048 -3.334
H -1.424 1.071 -2.402
H 0.157 -0.478 -3.177
H 1.765 2.159 1.544
H 3.264 1.121 0.819
H 1.060 0.129 2.312
H 2.189 -0.788 1.554
*
```

Calculated values
**LUMO level**: 0.9 eV
**ΔE to the lowest compared entry with this formula, charge and spin**: 335.6 kJ/mol
**Kohn-Sham gap**: 8.52 eV
**SMILES string**: [SiH3]CC1=C([SiH3])OCC1


No. 2
This record from OMol25 describes C31H40Cl2FeNP3S3Si as an isolated structure. The level of theory is wB97M-V/def2-TZVPD.

Structure (ORCA input):
```
! wB97M-V def2-TZVPD RIJCOSX def2/J DEFGRID3
* xyz 1 6
Fe -0.784 -0.146 0.566
C -2.284 5.504 -2.558
Si -2.250 3.722 -3.157
C -3.545 3.444 -4.488
C -0.552 3.309 -3.830
C -2.806 2.676 -1.662
C -4.097 2.907 -1.197
C -4.617 2.222 -0.106
C -3.818 1.286 0.509
N -2.575 1.023 0.092
C -2.074 1.707 -0.964
S -0.435 1.239 -1.306
H -2.052 6.180 -3.383
H -1.550 5.682 -1.770
H -3.264 5.785 -2.167
H -3.319 4.067 -5.357
H -4.550 3.705 -4.153
H -3.563 2.406 -4.821
H -0.375 3.952 -4.696
H -0.473 2.274 -4.163
H 0.246 3.496 -3.111
H -4.718 3.646 -1.692
H -5.618 2.410 0.255
H -4.164 0.742 1.375
C 2.361 -0.916 2.513
P 0.548 -0.929 2.636
C 0.143 -2.562 3.321
C 0.214 0.253 3.981
C 0.270 -0.115 5.324
C 0.011 0.816 6.317
C -0.298 2.127 5.981
C -0.344 2.508 4.650
C -0.089 1.578 3.645
P -0.165 1.988 1.885
C -1.259 3.439 1.761
C 1.470 2.660 1.444
H 2.808 -1.171 3.475
H 2.715 0.069 2.209
H 2.686 -1.655 1.785
H 0.758 -2.801 4.189
H 0.348 -3.315 2.559
H -0.907 -2.583 3.600
H 0.512 -1.132 5.602
H 0.049 0.517 7.356
H -0.503 2.853 6.757
H -0.583 3.533 4.400
H -0.849 4.306 2.279
H -2.239 3.200 2.172
H -1.371 3.693 0.706
H 1.822 3.380 2.182
H 1.372 3.143 0.471
H 2.197 1.854 1.346
Cl -2.840 -0.927 2.737
C -3.690 -2.023 1.629
Cl -2.769 -2.210 0.140
H -4.658 -1.591 1.401
H -3.789 -2.988 2.114
S 1.825 -4.241 1.102
P 1.791 -3.231 -0.568
S 0.456 -1.633 -0.851
C 3.438 -2.545 -0.959
C 4.517 -3.418 -0.814
C 5.802 -2.990 -1.105
C 6.020 -1.687 -1.535
C 4.949 -0.820 -1.685
C 3.658 -1.248 -1.404
C 1.362 -4.250 -2.007
C 0.885 -5.541 -1.831
C 0.559 -6.310 -2.939
C 0.716 -5.791 -4.216
C 1.200 -4.500 -4.390
C 1.523 -3.727 -3.288
H 4.347 -4.427 -0.461
H 6.633 -3.674 -0.993
H 7.025 -1.352 -1.757
H 5.112 0.193 -2.030
H 2.820 -0.575 -1.537
H 0.781 -5.943 -0.831
H 0.190 -7.317 -2.801
H 0.467 -6.393 -5.080
H 1.330 -4.097 -5.386
H 1.900 -2.720 -3.420
*
```

Calculated values
**<S²>**: 8.77
**LUMO level (spin up / spin down)**: -2.2 / -3.9 eV
**ΔE to the lowest compared entry with this formula, charge and spin**: 193.4 kJ/mol
**Kohn-Sham gap (spin up / spin down)**: 8.06 / 6.35 eV


No. 3
This record from OMol25 describes a 3-piece molecular cluster, C15H16Br2N3O2 overall. The level of theory is wB97M-V/def2-TZVPD.

Structure (ORCA input):
```
! wB97M-V def2-TZVPD RIJCOSX def2/J DEFGRID3
* xyz -1 1
C 1.352 -2.344 1.435
C 1.111 -0.991 0.809
Br 2.449 -0.457 -0.445
C 0.053 -0.254 1.162
Br -0.115 1.624 0.239
N -0.889 -0.512 2.014
C -2.009 -1.236 1.544
C -3.283 -1.017 2.343
O -3.506 -0.210 3.189
O -4.274 -1.920 2.031
H 2.370 -2.687 1.247
H 1.185 -2.286 2.517
H 0.666 -3.103 1.039
H -1.847 -2.337 1.542
H -2.295 -0.983 0.503
H -3.946 -2.517 1.344
N 2.631 -2.725 -4.635
C 3.097 -1.633 -4.033
C 4.404 -1.184 -4.178
C 5.270 -1.902 -4.984
C 4.795 -3.042 -5.615
C 3.474 -3.407 -5.407
H 2.406 -1.091 -3.399
H 4.726 -0.292 -3.658
H 6.296 -1.582 -5.117
H 5.432 -3.639 -6.253
H 3.071 -4.294 -5.885
N -4.422 4.277 3.450
C -3.812 3.104 3.261
C -2.554 2.968 2.688
C -1.889 4.118 2.292
C -2.507 5.345 2.488
C -3.767 5.370 3.065
H -4.350 2.221 3.583
H -2.111 1.988 2.561
H -0.908 4.045 1.841
H -2.025 6.270 2.196
H -4.277 6.315 3.227
*
```

Calculated values
**LUMO level**: 2.5 eV
**Kohn-Sham gap**: 6.87 eV


Please write out number 1 again, unchanged.
This record from OMol25 describes one molecule with the formula C5H12OSi2. The level of theory is wB97M-V/def2-TZVPD.

Structure (ORCA input):
```
! wB97M-V def2-TZVPD RIJCOSX def2/J DEFGRID3
* xyz 0 1
Si -1.992 -0.829 1.028
C -0.437 -1.291 -0.012
C 0.556 -0.168 0.201
C 0.796 0.737 -0.780
Si 0.010 0.826 -2.741
O 1.763 1.606 -0.470
C 2.162 1.325 0.827
C 1.480 0.077 1.335
H -1.518 -0.313 2.277
H -2.646 -2.062 1.580
H -2.935 0.194 0.362
H -0.722 -1.210 -1.093
H -0.065 -2.278 0.152
H 0.727 2.048 -3.334
H -1.424 1.071 -2.402
H 0.157 -0.478 -3.177
H 1.765 2.159 1.544
H 3.264 1.121 0.819
H 1.060 0.129 2.312
H 2.189 -0.788 1.554
*
```

Calculated values
**LUMO level**: 0.9 eV
**ΔE to the lowest compared entry with this formula, charge and spin**: 335.6 kJ/mol
**Kohn-Sham gap**: 8.52 eV
**SMILES string**: [SiH3]CC1=C([SiH3])OCC1